Computed, not measured: a 6-piece molecular cluster, C32H59B2ClF4N4O17PS5 overall at a distorted geometry, with wB97M-V/def2-TZVPD.

The geometry in XYZ format:
```
125
Properties=species:S:1:pos:R:3
C -1.6865 3.7907 1.7742
C -2.3267 4.8699 0.8728
C -2.8844 4.3069 -0.4871
Cl -4.2527 5.2762 -1.1409
C -3.1517 2.8085 -0.4502
C -2.4267 1.9784 -1.2789
C -1.4041 2.5243 -2.2848
F -0.9590 1.6016 -3.1489
F -2.0199 3.4489 -3.0799
C -0.1117 3.1502 -1.6288
F 0.9073 2.9470 -2.5023
F 0.2154 2.4843 -0.5132
C -2.6600 0.6023 -1.1779
C -1.8541 -0.3905 -2.0389
O -2.3839 -0.7665 -3.0542
O -0.5993 -0.7519 -1.7169
B -0.3265 -1.0304 -0.3362
N -0.7306 -2.2990 0.2100
O 0.3578 -0.0429 0.3409
C -3.6335 0.0561 -0.3075
P -4.0210 -1.7553 -0.2165
O -3.5241 -2.5749 -1.2991
O -5.6559 -1.8338 -0.2619
O -3.5576 -2.3913 1.2022
C -4.3102 0.9774 0.4881
C -5.3515 0.5097 1.5012
N -6.7133 0.7037 0.9971
N -4.0795 2.2988 0.3872
B -4.9710 3.1606 1.2995
N -6.1497 3.7852 0.7678
O -4.6992 3.2992 2.6258
H -1.1713 2.9847 1.2382
H -2.3722 3.3439 2.5011
H -0.9070 4.2991 2.3752
H -3.2035 5.2853 1.3933
H -1.6330 5.6943 0.6831
H -2.0865 4.5497 -1.1813
H -0.1742 4.2380 -1.5038
H 0.0057 -2.9860 -0.0503
H -0.7578 -2.1919 1.2206
H 0.3354 -0.2637 1.2799
H -5.8897 -2.3097 0.5518
H -3.6872 -1.7714 1.9357
H -5.2557 -0.5582 1.7073
H -5.1844 0.9411 2.5013
H -7.1637 1.4859 1.4562
H -7.2655 -0.1353 1.0962
H -6.1001 4.7970 0.7937
H -6.2736 3.4513 -0.1836
H -5.5153 3.5206 3.0934
C -2.8161 3.4067 6.1437
C -1.8382 3.2445 7.3134
C -0.5259 3.9265 6.9131
S -0.9670 5.2251 5.7584
O -0.4077 4.9004 4.4646
O -0.7617 6.5091 6.3717
C -2.7215 4.8690 5.7217
H -3.8342 3.1371 6.4261
H -2.5115 2.7589 5.3164
H -2.2496 3.7297 8.2011
H -1.6740 2.1964 7.5601
H -0.0217 4.3638 7.7703
H 0.1417 3.2366 6.4042
H -3.1160 5.0578 4.7244
H -3.2064 5.5223 6.4469
C 1.2560 -6.9607 -2.3928
C 2.7342 -6.6768 -2.1134
C 2.9135 -5.1541 -2.0914
S 1.3371 -4.4736 -1.5774
O 0.7803 -3.7121 -2.6641
O 1.4685 -3.9125 -0.2413
C 0.4727 -6.0329 -1.4685
H 1.0048 -8.0051 -2.2160
H 1.0265 -6.7303 -3.4361
H 3.0071 -7.0933 -1.1408
H 3.3783 -7.1365 -2.8574
H 3.6840 -4.8465 -1.3877
H 3.1383 -4.7616 -3.0817
H -0.5655 -5.8980 -1.7664
H 0.5259 -6.3714 -0.4334
C 4.6800 1.6385 6.4422
C 4.7149 0.2495 7.0909
C 3.4018 0.0698 7.8626
S 2.1840 1.0841 7.0207
O 1.7763 2.1471 7.9075
O 1.2230 0.2344 6.3571
C 3.3018 1.7629 5.8007
H 5.4743 1.7624 5.7077
H 4.8058 2.4071 7.2083
H 4.7920 -0.5133 6.3130
H 5.5748 0.1330 7.7488
H 3.0679 -0.9651 7.8593
H 3.4859 0.4296 8.8867
H 3.0214 2.7902 5.5755
H 3.2272 1.1473 4.9041
C 2.8723 3.4900 -5.0919
C 3.8760 3.3715 -3.9395
C 5.1805 4.0364 -4.3954
S 4.7120 5.2924 -5.5916
O 5.2391 4.9220 -6.8783
O 4.9336 6.5977 -5.0262
C 2.9589 4.9353 -5.5710
H 1.8624 3.2339 -4.7762
H 3.1558 2.8112 -5.8996
H 3.4849 3.8919 -3.0620
H 4.0431 2.3329 -3.6555
H 5.7057 4.5094 -3.5691
H 5.8386 3.3276 -4.8950
H 2.5412 5.0872 -6.5638
H 2.4911 5.6153 -4.8587
C 1.1151 -8.5932 -6.9724
C 2.0503 -7.6574 -7.7479
C 3.3145 -7.4668 -6.9011
S 3.4871 -8.9588 -5.9157
O 3.3194 -8.6141 -4.5219
O 4.6232 -9.7092 -6.3768
C 1.9884 -9.7471 -6.4898
H 0.2924 -8.9476 -7.5918
H 0.6893 -8.0633 -6.1163
H 2.3132 -8.1160 -8.7034
H 1.5756 -6.7012 -7.9646
H 4.2018 -7.3428 -7.5172
H 3.2163 -6.6236 -6.2187
H 1.5406 -10.3189 -5.6799
H 2.2578 -10.4089 -7.3125
```

Properties
Energy above the lowest of the compared OMol25 structures with the same formula, charge and spin: 0.0 kcal per mole
LUMO level: -4.4 eV
Charge: +1
DFT total energy: -163119.0841 eV
Frontier orbital gap: 7.2 eV
HOMO level: -11.562 eV

Results of the Löwdin charge analysis, in e, for atoms 1 through 2: -0.069, -0.188

Computed, not measured: a 5-piece molecular cluster, C32H60BFO21P4 overall at a distorted geometry, with wB97M-V/def2-TZVPD.

The geometry in XYZ format:
```
119
Properties=species:S:1:pos:R:3
C 0.8477 4.0946 1.4741
C 0.5563 2.4822 1.5001
C 0.0369 1.6895 2.8373
C -0.2227 0.0469 2.7319
C 0.0663 -0.8313 1.3412
C -0.2296 -2.4441 1.3930
C -0.3150 -3.0887 2.8979
C 0.8480 -3.3646 0.5458
C 0.5948 -0.0217 -0.0239
O 0.8262 -0.7256 -1.2941
C 2.0767 -0.3160 -1.9490
C 2.9831 -1.5931 -2.5143
C 2.8571 -2.1969 -3.8673
B 1.7371 -1.6693 -4.9544
O 1.8750 -0.5218 -5.8723
O 0.4299 -2.4098 -5.0064
C 3.8626 -3.4492 -4.3357
O 3.4493 -4.1247 -5.4235
C 5.1937 -3.7770 -3.4400
C 6.4469 -4.7480 -3.8480
C 6.5841 -5.0885 -5.4442
C 7.6706 -6.3568 -5.5433
F 9.0415 -5.9794 -5.1244
C 5.2661 -3.1511 -2.0584
C 4.1015 -2.1843 -1.4256
O 3.9729 -1.8685 -0.1346
C 0.7881 1.6065 0.1346
H 1.4795 4.3201 0.4888
H 1.5720 4.4076 2.3696
H -0.1128 4.7608 1.4244
H -0.1838 2.2726 3.8530
H -0.6336 -0.4488 3.7347
H -1.3092 -2.5982 0.9073
H 0.5005 -2.6152 3.6303
H -1.3617 -2.8981 3.3986
H -0.1215 -4.2447 2.9077
H 0.6871 -3.2700 -0.6237
H 1.9562 -3.1830 0.8742
H 0.5960 -4.4959 0.8306
H 2.8171 0.2925 -1.2486
H 1.7762 0.4424 -2.8123
H 1.0271 -0.5026 -6.4404
H 0.4160 -3.0088 -4.1990
H 6.4620 -5.7514 -3.2351
H 7.4487 -4.1752 -3.5415
H 7.1092 -4.2076 -6.0546
H 5.6094 -5.4815 -5.9596
H 7.6262 -6.9112 -6.5741
H 7.2887 -7.1477 -4.7342
H 6.1990 -3.3811 -1.3734
H 1.1305 2.2182 -0.8316
C -5.0489 8.6688 4.4067
O -4.1472 8.1658 3.4400
P -2.9973 7.0540 4.0989
O -2.0094 8.2120 4.2930
O -2.7634 6.3842 2.6133
C -2.7109 7.2152 1.4664
O -1.8473 5.9421 4.7579
C -1.5594 6.1223 6.1318
H -5.7659 9.3276 3.9108
H -5.5894 7.8417 4.8759
H -4.5062 9.2374 5.1662
H -2.3133 8.2087 1.6915
H -3.7154 7.3048 1.0403
H -2.0625 6.7426 0.7216
H -2.4839 6.2690 6.6967
H -0.8952 6.9790 6.2686
H -1.0536 5.2267 6.5020
C 8.7155 -6.3297 4.1442
O 8.9157 -6.8130 2.8301
P 7.8164 -6.1305 1.6819
O 6.8793 -7.3281 1.8877
O 8.8608 -6.4635 0.4536
C 9.5778 -7.6861 0.4508
O 6.7169 -5.4480 0.5336
C 5.4789 -5.0213 1.0702
H 9.4690 -6.7716 4.8007
H 8.8227 -5.2413 4.1596
H 7.7212 -6.6111 4.5002
H 9.0232 -8.4938 0.9364
H 10.5393 -7.5409 0.9538
H 9.7731 -7.9745 -0.5871
H 5.6398 -4.4591 1.9940
H 4.8341 -5.8824 1.2616
H 4.9873 -4.3735 0.3396
C -5.1635 -0.9598 -8.6202
O -4.2619 -1.4628 -9.5870
P -3.1119 -2.5746 -8.9280
O -2.1240 -1.4166 -8.7340
O -2.8780 -3.2444 -10.4136
C -2.8255 -2.4134 -11.5605
O -1.9619 -3.6865 -8.2690
C -1.6740 -3.5063 -6.8952
H -5.8805 -0.3010 -9.1161
H -5.7040 -1.7869 -8.1510
H -4.6208 -0.3912 -7.8607
H -2.4279 -1.4199 -11.3355
H -3.8300 -2.3238 -11.9866
H -2.1771 -2.8860 -12.3053
H -2.5985 -3.3596 -6.3302
H -1.0098 -2.6496 -6.7583
H -1.1682 -4.4019 -6.5249
C -11.2774 6.1817 8.5594
O -9.9456 6.6504 8.6454
P -9.3142 7.1813 7.1249
O -8.7178 5.7853 6.9006
O -8.2069 8.1276 7.8923
C -7.5598 7.6495 9.0590
O -8.6826 7.7122 5.6042
C -9.2649 7.1018 4.4679
H -11.6188 5.9050 9.5598
H -11.9242 6.9718 8.1673
H -11.3253 5.3043 7.9094
H -7.4462 6.5619 9.0547
H -8.1305 7.9600 9.9402
H -6.5646 8.1021 9.1172
H -10.3533 7.0748 4.5680
H -8.8737 6.0894 4.3417
H -9.0026 7.6893 3.5841
```

Properties
LUMO level: -2.9 eV
DFT total energy: -117677.7142 eV
Frontier orbital gap: 5.0 eV
HOMO level: -7.956 eV

Results of the Löwdin charge analysis, in e, for atoms 1 through 2: -0.119, -0.195

Computed, not measured: a 5-piece molecular cluster, C32H60N2O9 overall at a distorted geometry, with wB97M-V/def2-TZVPD.

The geometry in XYZ format:
```
103
Properties=species:S:1:pos:R:3
C -2.9375 8.3972 3.6416
C -2.3104 7.6391 2.3057
C -0.8890 8.3641 1.9301
C -3.4687 7.7498 1.1371
C -2.9235 7.4815 -0.3824
C -2.8783 5.8671 -0.8075
C -3.1298 4.6564 0.2535
N -3.1158 3.1747 -0.0108
C -2.7704 2.9872 -1.4605
C -2.6539 1.4013 -1.9805
C -2.9348 0.0988 -0.9892
C -1.7872 0.2245 0.3701
C -0.3354 -0.7029 0.1543
O -0.4330 0.9352 0.0467
C -2.2845 1.0024 -3.5623
C -2.0240 2.1671 -4.6969
C -2.1563 3.7373 -4.1678
C -2.5049 4.1293 -2.5862
N -2.5848 5.5904 -2.2567
H -2.9612 9.5620 3.5025
H -2.2572 8.0653 4.5443
H -4.0062 7.9515 3.8477
H -2.0700 6.5390 2.6247
H -0.0881 7.5314 1.6722
H -0.4649 8.9322 2.8905
H -0.9331 9.1090 1.0270
H -3.8523 8.8796 1.1744
H -4.4145 7.0928 1.4408
H -1.9122 8.0120 -0.6425
H -3.7346 7.9569 -1.1182
H -3.3531 4.9785 1.3815
H -2.6435 -0.9235 -1.5173
H -4.0016 0.0957 -0.5077
H -2.2657 0.2938 1.5278
H 0.2323 -0.6708 1.1909
H 0.1750 -0.6803 -0.9068
H -2.2068 -0.1165 -3.9126
H -1.7914 1.9852 -5.8314
H -1.9870 4.5763 -4.9985
C -0.0648 -0.3635 -10.6486
O 1.3013 0.0152 -10.5110
C 1.4525 1.4138 -10.2549
C 1.7365 1.6802 -8.7737
O 0.6032 1.3568 -7.9624
C 0.7532 0.1057 -7.3005
H -0.1233 -1.4543 -10.6176
H -0.6812 0.0393 -9.8406
H -0.4471 -0.0144 -11.6139
H 0.5701 1.9710 -10.5915
H 2.3108 1.7540 -10.8435
H 1.9299 2.7490 -8.6390
H 2.6263 1.1334 -8.4391
H 1.4686 0.2070 -6.4788
H 1.0857 -0.6807 -7.9846
H -0.2167 -0.1821 -6.8866
C 0.8939 -2.0900 6.2484
O 0.5682 -0.7211 6.4694
C 0.9851 0.1162 5.3879
C -0.1951 0.4871 4.4850
O -0.6957 -0.6586 3.7896
C -1.8886 -1.1670 4.3763
H 0.3605 -2.6932 6.9873
H 0.5963 -2.4222 5.2503
H 1.9712 -2.2369 6.3806
H 1.7862 -0.3603 4.8103
H 1.3887 1.0321 5.8320
H 0.1516 1.1945 3.7253
H -0.9916 0.9753 5.0595
H -2.7265 -0.5039 4.1411
H -1.7962 -1.2746 5.4610
H -2.0901 -2.1516 3.9461
C 0.8924 -6.0184 1.4971
O -0.1335 -5.3235 2.1996
C -0.4537 -4.0702 1.5903
C -1.7480 -4.1620 0.7768
O -1.5832 -5.0072 -0.3658
C -2.1488 -6.2982 -0.1678
H 0.9311 -7.0440 1.8725
H 0.6981 -6.0505 0.4218
H 1.8573 -5.5350 1.6838
H 0.3762 -3.7141 0.9682
H -0.5996 -3.3500 2.4020
H -1.9996 -3.1651 0.4019
H -2.5814 -4.5059 1.4012
H -3.2399 -6.2340 -0.2179
H -1.8482 -6.7330 0.7900
H -1.7995 -6.9528 -0.9705
C 6.2871 -6.6924 4.9018
O 6.8915 -5.5953 4.2239
C 6.7938 -5.7165 2.8025
C 5.6852 -4.8202 2.2430
O 4.3935 -5.2701 2.6628
C 3.8688 -4.4851 3.7278
H 6.1973 -6.4345 5.9599
H 5.2890 -6.9102 4.5126
H 6.9228 -7.5791 4.8049
H 6.6390 -6.7616 2.5086
H 7.7529 -5.3884 2.3886
H 5.7031 -4.8786 1.1503
H 5.8458 -3.7728 2.5257
H 3.5424 -3.5140 3.3435
H 4.6018 -4.3386 4.5265
H 3.0023 -5.0060 4.1436
```

Properties
Energy above the lowest of the compared OMol25 structures with the same formula, charge and spin: 499.8 kcal per mole
LUMO level: -1.0 eV
DFT total energy: -55541.6639 eV
Frontier orbital gap: 6.9 eV
HOMO level: -7.935 eV

Results of the Löwdin charge analysis, in e, for atoms 1 through 2: -0.135, -0.396

Computed, not measured: a 8-piece molecular cluster, C32H61BN2O12S7 overall at a distorted geometry, with wB97M-V/def2-TZVPD.

The geometry in XYZ format:
```
115
Properties=species:S:1:pos:R:3
N -4.2137 -1.1438 5.2708
C -3.4920 -0.0770 6.0643
N -1.9910 -0.2456 6.1501
C -1.3744 -1.4581 5.4802
O -0.9969 -2.5628 6.1285
C -1.2662 -1.0191 3.9043
C -1.1229 -1.8800 2.5165
C -1.0617 -1.0027 1.1027
C -0.8857 -1.9232 -0.2773
B -2.3138 -2.3037 -0.9996
O -3.0840 -3.5149 -0.6028
O -2.8171 -1.4249 -2.0873
C -1.1682 0.6603 1.0543
O -1.1480 1.3427 -0.2529
C -1.3269 1.5155 2.4807
C -1.4600 3.1470 2.5787
C -2.5194 3.8231 1.5260
C -4.1091 3.5195 1.8698
C -4.6070 2.8730 3.2925
C -6.1987 2.5722 3.6417
C -7.3974 2.9589 2.5511
C -6.8954 3.6318 1.1182
C -5.2945 3.9025 0.7573
C -1.3484 0.6174 3.8527
C -1.4568 1.0145 5.4396
O -1.0912 2.1960 5.9437
H -4.0546 -0.8754 4.2552
H -5.2495 -0.9525 5.4049
H -3.6868 0.9644 5.5329
H -3.9691 0.0384 7.1501
H -1.0779 -3.0521 2.5718
H -0.1184 -1.3901 -1.0204
H -0.3547 -2.9259 0.0729
H -3.9092 -3.1970 -0.1319
H -2.1468 -0.7034 -2.2809
H -0.5840 2.1705 -0.1136
H -0.3920 3.6104 2.3442
H -1.6972 3.4123 3.6973
H -2.3932 5.0039 1.6407
H -2.3136 3.5888 0.3941
H -3.7791 2.6132 4.0967
H -6.5196 2.0706 4.6707
H -8.5540 2.7850 2.7644
H -7.6736 3.9512 0.2921
H -4.9805 4.3673 -0.2739
C -0.2965 -6.4286 4.7157
S 0.1666 -5.1586 3.5131
O -0.7512 -5.2972 2.3350
C 1.7520 -5.9009 3.0578
H -1.2863 -6.1888 5.1102
H -0.3268 -7.4082 4.2322
H 0.4264 -6.4363 5.5347
H 1.5956 -6.9129 2.6766
H 2.4076 -5.9259 3.9310
H 2.2113 -5.2881 2.2787
C 2.4964 0.1864 -2.3876
S 3.1803 -1.2361 -1.5033
O 2.0884 -1.8001 -0.6435
C 4.2782 -0.2795 -0.4303
H 1.7475 -0.1729 -3.0969
H 2.0254 0.8748 -1.6813
H 3.2947 0.6956 -2.9325
H 3.6977 0.4375 0.1552
H 5.0180 0.2448 -1.0393
H 4.7898 -0.9685 0.2458
C -2.1309 4.7924 -3.5371
S -1.6292 3.2488 -2.7376
O -0.6411 3.5973 -1.6644
C -0.6968 2.6026 -4.1464
H -2.7033 5.3848 -2.8199
H -1.2481 5.3558 -3.8496
H -2.7587 4.5678 -4.4025
H 0.0974 3.3008 -4.4215
H -1.3716 2.4497 -4.9916
H -0.2539 1.6458 -3.8602
C 4.2847 1.6294 -6.1738
S 2.6452 0.9226 -6.4666
O 2.3075 0.0623 -5.2853
C 3.1521 -0.1754 -7.8118
H 4.2172 2.3280 -5.3369
H 4.9953 0.8365 -5.9273
H 4.6154 2.1659 -7.0661
H 3.9324 -0.8569 -7.4647
H 3.5197 0.4203 -8.6503
H 2.2832 -0.7543 -8.1335
C -1.0020 7.5121 3.7901
S -2.2209 8.4985 2.8875
O -3.1605 7.5452 2.2108
C -1.0723 9.1130 1.6326
H -1.5091 6.9991 4.6103
H -0.5517 6.7724 3.1235
H -0.2303 8.1693 4.1976
H -0.6177 8.2750 1.0989
H -0.2986 9.7177 2.1107
H -1.6293 9.7323 0.9256
C 7.5770 -3.2159 -4.2897
S 5.8593 -2.6708 -4.4495
O 5.7229 -1.3824 -3.6939
C 5.1508 -3.9809 -3.4230
H 8.2159 -2.5133 -4.8293
H 7.8673 -3.2339 -3.2362
H 7.6860 -4.2114 -4.7263
H 5.5905 -3.9519 -2.4232
H 5.3392 -4.9511 -3.8880
H 4.0729 -3.8192 -3.3488
C 2.4409 -7.4416 -0.6998
S 2.8857 -7.0077 -2.3990
O 4.1980 -6.2831 -2.3505
C 1.5877 -5.7677 -2.6215
H 3.1514 -8.1863 -0.3343
H 2.4864 -6.5545 -0.0630
H 1.4338 -7.8646 -0.6829
H 1.6855 -4.9839 -1.8665
H 0.6088 -6.2456 -2.5418
H 1.6948 -5.3275 -3.6156
```

Properties
LUMO level: -0.4 eV
DFT total energy: -138223.7630 eV
Frontier orbital gap: 7.6 eV
HOMO level: -7.997 eV

Results of the Löwdin charge analysis, in e, for atoms 1 through 2: -0.002, -0.248

Question: Among the records above, which one has the highest DFT total energy?
Answer: C32H60N2O9

Question: Which of these has the highest LUMO level?
Answer: C32H61BN2O12S7

Question: Which of these has the lowest DFT total energy?
Answer: C32H59B2ClF4N4O17PS5